Formula: C16H27BrN2O3S
Source: OMol25
Level of theory: the ωB97M-V functional and the def2-TZVPD basis

Each line ends with the Löwdin charge.
Cartesian coordinates (Å):
1 C 5.797 0.473 0.364  -0.081
2 C 5.061 1.519 -0.479  -0.250
3 N 3.617 1.402 -0.539  -0.183
4 C 3.136 0.182 -1.159  -0.171
5 C 1.645 0.337 -1.450  -0.176
6 N 0.899 0.609 -0.236  -0.246
7 S 0.579 -0.726 0.735  0.672
8 O 1.393 -0.729 1.920  -0.289
9 O 0.607 -1.909 -0.076  -0.294
10 C -1.107 -0.459 1.389  -0.127
11 C -2.297 -0.123 0.495  -0.401
12 C -2.154 1.329 0.041  -0.040
13 C -3.618 -0.457 1.251  -0.265
14 C -3.580 -1.993 1.345  -0.118
15 C -2.910 -2.407 0.020  -0.074
16 C -2.629 -1.064 -0.689  -0.369
17 C -1.704 -1.153 -1.883  0.002
18 C -4.014 -0.553 -1.081  -0.398
19 O -4.492 -0.505 -2.177  0.136
20 C -4.705 -0.173 0.224  -0.553
21 Br -5.398 1.656 0.232  0.754
22 C 1.442 1.745 0.487  -0.180
23 C 2.946 1.608 0.732  -0.176
24 H 5.464 0.505 1.398  0.067
25 H 5.628 -0.527 -0.027  0.067
26 H 6.865 0.676 0.340  0.070
27 H 5.426 1.474 -1.509  0.113
28 H 5.282 2.517 -0.089  0.112
29 H 3.264 -0.701 -0.510  0.126
30 H 3.680 0.021 -2.092  0.131
31 H 1.481 1.175 -2.134  0.135
32 H 1.247 -0.578 -1.885  0.105
33 H -1.236 -1.384 1.943  0.101
34 H -0.966 0.343 2.110  0.114
35 H -2.835 1.573 -0.770  0.062
36 H -1.141 1.486 -0.320  0.065
37 H -2.341 2.014 0.866  0.090
38 H -3.757 0.052 2.204  0.150
39 H -3.015 -2.329 2.214  0.110
40 H -4.584 -2.407 1.444  0.117
41 H -1.963 -2.921 0.179  0.120
42 H -3.547 -3.050 -0.587  0.132
43 H -2.213 -1.680 -2.688  0.096
44 H -1.443 -0.159 -2.239  0.094
45 H -0.801 -1.691 -1.620  0.055
46 H -5.600 -0.782 0.366  0.104
47 H 1.245 2.640 -0.111  0.133
48 H 0.918 1.821 1.439  0.118
49 H 3.103 0.774 1.432  0.108
50 H 3.323 2.529 1.183  0.130

SMILES	CCN1CCN(S(=O)(=O)C[C@]2(C)[C@@H]3CC[C@@]2(C)C(=O)[C@@H]3Br)CC1
E	-107030.33758	eV
max |F|	1.19	eV/A
2S+1	1

***

Formula: C4H13N3O
Source: OMol25
Level of theory: the ωB97M-V functional and the def2-TZVPD basis

Each line ends with the Löwdin charge.
Cartesian coordinates (Å):
1 C 0.058 0.275 -1.731  -0.032
2 C -0.784 -0.133 -0.350  -0.399
3 C -1.614 -1.383 -0.661  -0.085
4 N 0.022 -0.253 0.837  -0.116
5 C 0.962 -1.371 0.888  -0.082
6 N 0.811 1.025 1.113  -0.275
7 N 0.039 2.149 1.392  0.036
8 O 1.973 1.391 0.382  -0.043
9 H -0.672 0.229 -2.544  0.059
10 H 0.839 -0.467 -1.902  0.062
11 H 0.472 1.284 -1.731  0.047
12 H -1.502 0.686 -0.227  0.114
13 H -0.998 -2.211 -1.024  0.069
14 H -2.158 -1.717 0.230  0.081
15 H -2.358 -1.161 -1.433  0.077
16 H 1.879 -1.208 0.311  0.079
17 H 0.542 -2.315 0.530  0.077
18 H 1.243 -1.557 1.930  0.084
19 H 0.432 2.621 2.209  0.088
20 H -0.884 1.843 1.699  0.086
21 H 1.698 2.275 0.081  0.075

SMILES	CC(C)N(C)N(N)O
E	-10872.28126	eV
max |F|	4.77	eV/A
2S+1	1

***

Formula: C8H16BNO
Source: OMol25
Level of theory: the ωB97M-V functional and the def2-TZVPD basis

Each line ends with the Löwdin charge.
Cartesian coordinates (Å):
1 B -3.701 -0.261 -0.405  -0.389
2 C 1.927 0.686 -0.512  -0.127
3 C 1.104 0.158 -1.398  -0.169
4 C -1.063 0.534 -0.639  -0.273
5 C -4.468 -0.039 0.932  -0.004
6 C 2.893 -1.382 1.186  -0.104
7 C -2.438 0.994 -0.921  -0.083
8 C 3.407 0.564 -0.386  -0.228
9 C 3.663 -0.121 0.913  -0.332
10 N -0.238 0.402 -1.591  0.067
11 O -3.860 -1.283 -1.251  0.155
12 H 1.486 1.211 0.409  0.147
13 H 1.613 -0.464 -2.229  0.139
14 H -0.820 0.408 0.372  0.092
15 H -5.433 0.397 0.687  0.076
16 H -4.002 0.813 1.347  0.040
17 H -4.573 -0.685 1.741  0.040
18 H 3.216 -2.172 0.526  0.076
19 H 3.105 -1.606 2.253  0.093
20 H 1.900 -1.131 0.978  0.039
21 H -2.434 1.237 -1.961  0.069
22 H -2.761 1.896 -0.439  0.061
23 H 3.945 -0.113 -1.198  0.155
24 H 3.996 1.493 -0.428  0.115
25 H 3.358 0.539 1.809  0.130
26 H 4.731 -0.206 1.107  0.102
27 H -4.553 -1.869 -0.905  0.112

⟨S²⟩	2.014
E	-12764.84753	eV
max |F|	8.57	eV/A
2S+1	3

***

Formula: C3H7N3O2
Source: OMol25
Level of theory: the ωB97M-V functional and the def2-TZVPD basis

Each line ends with the Löwdin charge.
Cartesian coordinates (Å):
1 N -1.860 0.125 2.140  0.116
2 C -0.979 0.281 1.001  -0.440
3 O -0.190 1.247 1.086  0.009
4 C -1.253 -0.568 -0.204  -0.215
5 N -0.774 -0.284 -1.537  0.039
6 C 0.535 -0.240 -1.551  -0.210
7 N 1.447 -0.388 -0.534  -0.063
8 O 2.759 0.006 -0.807  -0.040
9 H -2.628 -0.652 2.169  0.147
10 H -1.715 0.763 2.864  0.061
11 H -2.271 -0.852 -0.427  0.111
12 H -0.798 -1.540 0.125  0.138
13 H 0.967 -0.116 -2.572  0.135
14 H 1.137 0.192 0.254  0.096
15 H 3.245 -0.828 -0.604  0.117

SMILES	NC(=O)C/N=C\NO
E	-11787.37073	eV
max |F|	5.26	eV/A
2S+1	1

***

Formula: C2H9N2O
Source: OMol25
Level of theory: the ωB97M-V functional and the def2-TZVPD basis

Each line ends with the Löwdin charge.
Cartesian coordinates (Å):
1 C 0.015 1.769 -1.454  -0.039
2 N 0.279 0.663 -0.654  0.196
3 C 1.436 0.566 0.017  -0.159
4 N 1.596 -0.525 0.695  0.304
5 H 0.839 2.134 -2.079  0.125
6 H -0.457 2.619 -0.898  0.178
7 H -0.855 1.666 -2.120  0.131
8 H -2.816 -1.530 1.125  -0.001
9 H 2.261 1.284 -0.080  0.169
10 H -3.403 -1.582 1.569  0.033
11 H 1.983 -0.514 1.649  0.157
12 H 0.256 -1.562 0.838  -0.045
13 H -0.533 -2.969 0.634  0.054
14 O -0.602 -2.017 0.759  -0.104

E	-7233.76652	eV
max |F|	1.97	eV/A
2S+1	1
total charge	+1

***

Formula: C2H8OS2
Source: OMol25
Level of theory: the ωB97M-V functional and the def2-TZVPD basis

Each line ends with the Löwdin charge.
Cartesian coordinates (Å):
1 C 1.732 -0.698 -0.544  -0.490
2 S 0.351 -1.206 0.461  0.349
3 S 1.007 -2.792 1.502  0.312
4 H 2.621 -0.906 0.047  0.018
5 H 1.799 0.334 -0.836  0.023
6 H 1.612 -1.354 -1.440  0.041
7 H 0.398 -2.417 2.625  -0.199
8 C -1.414 1.404 -0.618  -0.218
9 O -1.998 1.013 0.622  -0.192
10 H -2.176 1.414 -1.499  0.093
11 H -1.284 2.537 -0.556  0.084
12 H -0.470 0.924 -1.068  0.055
13 H -2.179 1.746 1.304  0.124

SMILES	CSS.CO
E	-25919.98443	eV
max |F|	3.83	eV/A
2S+1	1